Entry 1:
ORCA calculation (the ωB97M-V functional and the def2-TZVPD basis) on C7H12N2S in the gas phase.

Results
Spin multiplicity: 1
Orbital gap: 7.654 eV
Charge: 0
HOMO level: -7.225 eV
LUMO energy: 0.43 eV
Relative energy (zero: lowest compared OMol25 entry of this formula, charge and spin): 141.5 kcal per mole
Electronic energy: -781.4036 hartree

Positions of all 22 atoms, in Å:
C 0.0039 1.7971 -0.6471
H 0.8968 3.4392 0.3861
N 0.6939 -2.0278 -0.2419
C -0.2720 -3.1369 -0.1450
H -0.7789 3.9116 -0.2516
S -1.1461 1.2330 1.7289
H -0.9336 -0.3074 3.5394
C 0.3047 1.0597 -1.9850
H -0.0132 -4.0881 0.3421
H 0.0419 0.0588 -1.8905
N 0.6154 -0.9982 0.6931
H 0.3938 -1.9470 2.4474
H 1.1853 -1.6906 -1.0744
H -1.1077 -2.7128 0.3811
C -0.7877 -0.3034 2.5057
C 0.1402 3.2586 -0.3950
H 1.2420 0.9171 -2.4366
C -0.2684 0.9930 0.3547
C 0.0455 -1.1612 1.8777
H 0.5636 3.6988 -1.3635
H -0.2696 1.5310 -2.7440
H -0.5499 -3.5244 -1.0818

Entry 2:
ORCA calculation (the ωB97M-V functional and the def2-TZVPD basis) on C7H12N3 as an isolated structure.

Results
Spin multiplicity: 1
Orbital gap: 11.125 eV
Charge: +1
HOMO level: -14.439 eV
LUMO energy: -3.31 eV
Relative energy (zero: lowest compared OMol25 entry of this formula, charge and spin): 92.2 kcal per mole
Electronic energy: -437.8513 hartree

Positions of all 22 atoms, in Å:
H -1.8522 0.0503 -1.8396
C 1.8719 -1.6942 0.4209
C -1.1834 2.1457 -0.1525
H -0.3076 2.8022 -0.1725
H 2.2277 -2.4749 -0.4131
H 1.7306 -2.1443 1.3247
H 1.3222 2.2423 0.6072
C 1.4965 1.2201 0.6897
H -1.5880 2.2677 0.9126
C -2.6279 -0.4558 0.1551
H 1.6235 0.8441 1.6387
C -1.6050 -0.2037 -0.8292
H -1.8140 2.2637 -1.1151
C 0.4223 0.2909 0.1373
H 2.6518 -0.8801 0.4332
N -3.4007 -0.5796 0.9832
H -0.0171 -2.0870 -1.6578
N 0.5664 -1.0302 0.1342
N -0.6654 0.7650 -0.3952
H 2.4161 0.9804 0.0341
C -0.4007 -1.7777 -0.6508
H -0.8672 -2.5449 -0.2450

Entry 3:
ORCA calculation (the ωB97M-V functional and the def2-TZVPD basis) on an isolated ion of composition C7H12N3 and charge +1.

Results
Spin multiplicity: 1
Orbital gap: 10.073 eV
Charge: +1
HOMO level: -13.346 eV
Structure (SMILES): [H]/N=C(\CC)c1c[nH]c(C)[nH+]1
LUMO energy: -3.27 eV
Relative energy (zero: lowest compared OMol25 entry of this formula, charge and spin): 46.4 kcal per mole
Electronic energy: -437.9244 hartree

Positions of all 22 atoms, in Å:
H -2.6252 -2.9771 0.4774
H -2.3304 -1.9094 -1.5866
H 1.2188 3.4173 1.9483
N 1.8422 1.7303 -0.6413
H -2.1831 -0.2825 -0.8669
N 0.3390 -2.0942 -1.6891
H -0.0417 -2.9506 -1.9004
C -1.8055 -1.3101 -0.7764
N 0.3114 0.7007 0.3940
C 1.3873 0.7239 -1.4519
H 1.8367 0.7392 -2.4053
C -2.1268 -1.9910 0.6019
C -0.3311 -1.2107 -1.0939
H -0.4673 0.5212 1.0204
C 1.5091 2.3653 1.9128
C 1.1908 1.7362 0.5429
H -2.6488 -1.4569 1.4072
H 2.3645 2.4333 -0.9992
H 2.5471 2.0022 2.1878
H 0.6520 1.9983 2.5929
C 0.4089 0.0391 -0.7713
H -1.0478 -2.2242 1.0969

Entry 4:
ORCA calculation (the ωB97M-V functional and the def2-TZVPD basis) on an isolated ion of composition C7H12N3OS and charge +1.

Results
Spin multiplicity: 1
Orbital gap (alpha / beta): 7.407 / 6.807 eV
Charge: +1
HOMO level (alpha / beta): -11.460 / -10.915 eV
LUMO energy (alpha / beta): -4.05 / -4.11 eV
Relative energy (zero: lowest compared OMol25 entry of this formula, charge and spin): 136.3 kcal per mole
Electronic energy: -911.1996 hartree

Positions of all 24 atoms, in Å:
C 2.1036 0.5759 -0.6891
H -1.0347 -1.4493 2.3539
H -0.0203 -2.7727 2.1140
N -2.3564 1.1437 -0.6197
H 2.5258 1.0826 -1.4632
H -3.9591 2.4700 -1.3734
H 1.6441 -1.3185 -1.6423
H 3.2408 -1.1223 -0.8168
N 0.6167 0.8387 -0.5054
C -0.1264 -0.0258 0.3863
H 2.6616 1.0462 0.2473
C 2.2184 -0.9196 -0.7739
N 0.4044 -1.2173 0.7908
C -3.3855 2.0531 -0.4899
S -1.9235 0.1442 0.5344
H 1.8027 -2.5678 0.5810
O 0.0641 2.4758 -2.1512
H -1.1811 -2.4472 1.0122
C 0.1840 1.6925 -1.3043
H -2.8972 2.9566 -0.0831
C -0.5030 -2.0282 1.5994
H 2.3854 -1.0335 1.3663
C 1.7446 -1.5001 0.5980
H -4.2092 1.9230 0.3287

Entry 5:
ORCA calculation (the ωB97M-V functional and the def2-TZVPD basis) on C7H12N3V as an isolated structure.

Results
Spin multiplicity: 2
Orbital gap (alpha / beta): 7.692 / 6.950 eV
Charge: +1
HOMO level (alpha / beta): -11.729 / -11.056 eV
LUMO energy (alpha / beta): -4.04 / -4.11 eV
Relative energy (zero: lowest compared OMol25 entry of this formula, charge and spin): 11.7 kcal per mole
Expectation value of S²: 0.80
Electronic energy: -1381.8148 hartree

Positions of all 23 atoms, in Å:
H 1.8447 0.0146 -1.5474
C -1.3707 0.5280 -0.5895
H -1.5536 -0.0742 -1.4553
H 1.1007 -1.9058 1.2755
N -4.1927 2.2301 -1.8677
H -1.1216 -1.8225 -0.9651
N 1.6502 -0.9450 -1.7276
C -3.2733 1.9863 -1.1889
C -0.7754 2.1114 1.6047
H -0.4810 2.7395 2.4681
N -0.3112 0.2054 0.1971
V 0.3282 -1.6462 -0.2741
H -2.4504 3.3388 0.9633
H 2.5309 -1.4229 -1.8124
C -1.8371 2.4759 0.7843
C -2.1386 1.6627 -0.3167
H 2.5107 -2.9080 0.0891
H 3.0919 -1.6580 1.1982
H 0.7972 0.6065 1.9408
C -0.0371 0.9416 1.3162
H 1.1858 -1.0259 -2.6382
H 2.3029 -3.1207 1.5948
C 2.1995 -2.3117 0.9508

Entry 6:
ORCA calculation (the ωB97M-V functional and the def2-TZVPD basis) on C7H12N4O2 in the gas phase.

Results
Spin multiplicity: 1
Orbital gap: 9.205 eV
Charge: 0
HOMO level: -9.502 eV
Structure (SMILES): CC(C)CNC(=O)c1nonc1N
LUMO energy: -0.30 eV
Relative energy (zero: lowest compared OMol25 entry of this formula, charge and spin): 72.5 kcal per mole
Electronic energy: -643.3261 hartree

Positions of all 25 atoms, in Å:
N 1.3598 0.9627 -2.8123
H 0.2494 1.2942 2.3648
C -0.4286 0.0562 -1.3539
H -0.3994 0.3032 4.4146
H 2.4183 0.0756 2.0290
C -0.5021 -0.3338 3.5885
O -1.6968 -0.0205 -1.1643
H -1.3666 -0.2213 1.0794
H 1.9755 0.1149 3.6903
H -1.5506 -0.4872 3.2956
N -1.8352 0.1030 -4.1986
H 1.3602 -0.1587 -0.3279
C 0.2684 0.1625 2.3687
C 1.7028 -0.2703 2.6774
H -0.2685 -1.5894 1.1441
C 0.1700 0.5252 -2.6657
C -0.4226 0.4311 -3.9719
H -2.4516 -0.0295 -3.4314
C -0.2764 -0.5168 1.0708
N 0.3663 0.6986 -5.0240
N 0.3210 -0.0923 -0.1929
O 1.5456 1.0625 -4.2671
H 1.6556 -1.3579 2.7812
H -2.1787 0.6304 -4.9648
H -0.0160 -1.3425 3.8702

Entry 7:
ORCA calculation (the ωB97M-V functional and the def2-TZVPD basis) on an isolated ion of composition C7H12NO2 and charge +1.

Results
Spin multiplicity: 1
Orbital gap: 8.250 eV
Charge: +1
HOMO level: -13.787 eV
Structure (SMILES): C#[N+]COC(=O)C(C)(C)C
LUMO energy: -5.54 eV
Relative energy (zero: lowest compared OMol25 entry of this formula, charge and spin): 101.6 kcal per mole
Electronic energy: -478.7704 hartree

Positions of all 22 atoms, in Å:
O 1.4468 -0.0269 -0.9117
H -1.1313 1.9109 -1.0382
H 5.0751 -1.3440 1.4812
H 3.3321 0.5449 -1.7558
C -1.3893 -0.8456 1.3461
H -0.8333 -2.0602 -1.1631
H -1.3864 -0.1473 2.1777
C 0.7857 -0.0303 0.2674
H -2.2696 1.3102 0.3045
H -0.7951 -1.6457 1.5495
C 4.3828 -0.8308 0.7821
H 2.7769 1.4993 -0.2964
C -0.7899 -0.1852 -0.0343
O 1.3546 0.2567 1.2402
H -0.5826 1.5994 0.7945
N 3.7151 -0.2622 0.0672
H -0.4972 -0.5533 -2.1339
H -2.1463 -0.9639 -1.3907
C 3.0299 0.5565 -0.7481
C -1.0716 -0.9408 -1.3064
C -1.2224 1.3354 -0.0739
H -2.4957 -1.0561 1.2431

Entry 8:
ORCA calculation (the ωB97M-V functional and the def2-TZVPD basis) on an isolated ion of composition C7H12NO2S and charge -1.

Results
Spin multiplicity: 1
Orbital gap: 6.570 eV
Charge: -1
HOMO level: -3.025 eV
LUMO energy: 3.55 eV
Relative energy (zero: lowest compared OMol25 entry of this formula, charge and spin): 0.0 kcal per mole
Electronic energy: -877.3356 hartree

Positions of all 23 atoms, in Å:
C 0.4538 -0.7972 -2.2226
H -1.6570 0.0086 -2.2492
H -1.1969 -0.5663 3.4857
C -0.4222 1.0143 -0.8723
H 0.4841 1.5942 -0.8734
H -0.1975 -1.3785 2.2086
H -1.1172 1.4145 1.7218
H -1.2650 1.8709 -0.6923
C -0.3424 0.0274 0.2832
O 2.3666 1.1361 0.8862
O 1.4238 2.1462 2.9654
H 0.2662 -1.3176 -3.2496
C 0.0423 -1.8162 -1.1792
S 1.2213 1.8389 1.5514
H -0.8493 -2.4746 -1.3442
C -0.6229 0.3163 -2.1516
C -0.3391 -0.4730 2.7158
H 0.7868 -2.5624 -0.9988
C -0.3965 0.6207 1.6060
N -0.2113 -1.2233 0.0754
H -0.2869 1.1336 -2.9089
H 1.3733 -0.2899 -2.0962
H 0.4861 -0.2228 3.3388

Entry 9:
ORCA calculation (the ωB97M-V functional and the def2-TZVPD basis) on a 2-piece molecular cluster, C7H12NO4S overall.

Results
Spin multiplicity: 1
Orbital gap: 8.479 eV
Charge: -1
HOMO level: -5.194 eV
LUMO energy: 3.29 eV
Relative energy (zero: lowest compared OMol25 entry of this formula, charge and spin): 25.2 kcal per mole
Electronic energy: -1027.7977 hartree

Positions of all 25 atoms, in Å:
C -1.0132 1.7830 0.3989
H -1.5900 1.7015 -1.6871
O 4.7649 -0.5810 1.9197
S 2.3885 0.9061 -1.0783
H -0.0764 2.1517 0.8838
O 5.0519 -0.4087 -0.2487
C 4.3281 -0.3362 0.8230
H 0.5108 -0.2433 -1.5094
H -0.2555 2.9413 -1.2944
H -2.0054 3.2221 -0.8583
C -2.3056 -2.3828 -0.0834
N 0.8952 0.4978 -1.0575
C -2.4288 -0.1627 1.3534
C -1.2234 2.4518 -0.9414
C -1.9248 -1.5686 1.1904
H -2.1637 -3.4390 0.1076
H -1.8509 -1.9433 -0.9593
H 4.5276 -0.1518 -1.0289
O 3.0727 0.1611 0.5833
H -3.4845 -0.0625 1.8368
O 3.2831 0.3789 -2.1590
C -1.8526 0.8491 0.7626
H -2.3531 -2.0750 2.1212
H -3.4465 -2.2989 -0.2285
H -0.8484 -1.3908 1.1533

Entry 10:
ORCA calculation (the ωB97M-V functional and the def2-TZVPD basis) on an isolated ion of composition C7H12NS2 and charge +1.

Results
Spin multiplicity: 1
Orbital gap: 6.030 eV
Charge: +1
HOMO level: -11.621 eV
LUMO energy: -5.59 eV
Relative energy (zero: lowest compared OMol25 entry of this formula, charge and spin): 71.4 kcal per mole
Electronic energy: -1124.6647 hartree

Positions of all 22 atoms, in Å:
H 1.1737 -1.5010 -1.4275
H 1.5968 1.9048 -0.6651
C 2.9132 -0.4033 0.2298
H -0.7613 -2.1178 0.7826
C -0.4267 0.3615 1.3494
S 2.0814 -1.5480 0.8922
H -1.5885 2.4580 -1.7657
H 4.6761 0.7194 -0.0677
C -1.0446 0.6647 -0.9713
H 0.0535 -0.3708 1.9886
H -1.2179 0.8824 1.8961
H 0.4145 1.0245 1.1833
S 3.0228 2.2219 -0.5430
C -0.7375 -0.1897 -0.0495
H -1.2503 0.3328 -1.9813
H -1.1950 2.3317 0.0462
C -0.4779 -1.6682 -0.1906
C 1.0348 -2.1097 -0.4963
H 1.3087 -3.2368 -0.6165
N -1.3052 2.0126 -0.8876
H -1.1132 -2.1814 -0.9932
C 3.5752 0.6366 -0.1581

Entry 11:
ORCA calculation (the ωB97M-V functional and the def2-TZVPD basis) on C7H12NdO3 as an isolated structure.

Results
Spin multiplicity: 5
Orbital gap: 5.394 eV
Charge: +2
HOMO level: -13.582 eV
LUMO energy: -8.19 eV
Relative energy (zero: lowest compared OMol25 entry of this formula, charge and spin): 19.7 kcal per mole
Expectation value of S²: 6.00
Electronic energy: -1060.3175 hartree

Positions of all 23 atoms, in Å:
H 3.8939 -2.6054 1.8946
H 2.3508 -3.4381 2.3686
C 0.6099 -5.6436 5.4548
H -0.1032 -1.5956 -0.3784
O 0.3023 0.3870 0.0769
H 2.3305 -1.1611 -0.6020
C 0.4124 -0.9977 0.3846
H 1.8100 -3.4145 -0.2019
H 1.5955 -6.1154 5.4646
O -1.9441 0.1869 0.1231
C -0.9208 0.9018 -0.0378
H -0.1766 -6.1291 6.0374
O -1.0056 2.1284 -0.3057
C 1.8955 -1.3260 0.4210
H 1.0663 -3.6356 4.9530
C 0.3964 -4.4882 4.8209
Nd -3.8746 2.5214 -0.3863
C 2.2504 -2.7216 0.5264
H 2.4889 -0.6840 1.0858
H -0.6670 -4.2557 4.6485
C 3.1202 -3.2738 1.5053
H 3.4644 -4.2879 1.2727
H -0.0440 -1.2006 1.3616

Entry 12:
ORCA calculation (the ωB97M-V functional and the def2-TZVPD basis) on C7H12O in the gas phase.

Results
Spin multiplicity: 1
Orbital gap: 10.421 eV
Charge: 0
HOMO level: -9.430 eV
Structure (SMILES): C[C@H]1O[C@@]12CC2(C)C
LUMO energy: 0.99 eV
Relative energy (zero: lowest compared OMol25 entry of this formula, charge and spin): 47.4 kcal per mole
Electronic energy: -349.0731 hartree

Positions of all 20 atoms, in Å:
H -0.9111 2.5793 -0.1698
H -1.1926 2.2299 1.5392
C -0.7300 0.0084 -1.1391
C 2.4554 -1.3240 -1.0029
C -1.4130 1.9037 0.5212
H -2.5770 -0.5385 1.2580
H -2.4921 1.9696 0.3659
H -0.9952 -1.0116 -1.3832
C -1.4863 -0.5128 1.3130
H 3.5248 -1.1179 -0.9760
C -0.9358 0.4821 0.3122
H 2.2908 -2.3839 -0.8138
H -0.9267 0.7191 -1.9308
H 2.0906 -1.0830 -2.0019
C 1.7425 -0.5019 0.0297
H -1.2043 -0.2274 2.3280
H -1.1036 -1.5143 1.1187
H 1.8153 -0.8199 1.0656
C 0.4085 0.2591 -0.2389
O 1.6399 0.8840 -0.1952

Question: spin multiplicity of number 11 (C7H12NdO3)?
Answer: 5

Question: Which value of electronic energy does entry 11 give?
Answer: -1060.3175 hartree

What did the sixth record say?
ORCA calculation (the ωB97M-V functional and the def2-TZVPD basis) on C7H12N4O2 in the gas phase.

Results
Spin multiplicity: 1
Orbital gap: 9.205 eV
Charge: 0
HOMO level: -9.502 eV
Structure (SMILES): CC(C)CNC(=O)c1nonc1N
LUMO energy: -0.30 eV
Relative energy (zero: lowest compared OMol25 entry of this formula, charge and spin): 72.5 kcal per mole
Electronic energy: -643.3261 hartree

Positions of all 25 atoms, in Å:
N 1.3598 0.9627 -2.8123
H 0.2494 1.2942 2.3648
C -0.4286 0.0562 -1.3539
H -0.3994 0.3032 4.4146
H 2.4183 0.0756 2.0290
C -0.5021 -0.3338 3.5885
O -1.6968 -0.0205 -1.1643
H -1.3666 -0.2213 1.0794
H 1.9755 0.1149 3.6903
H -1.5506 -0.4872 3.2956
N -1.8352 0.1030 -4.1986
H 1.3602 -0.1587 -0.3279
C 0.2684 0.1625 2.3687
C 1.7028 -0.2703 2.6774
H -0.2685 -1.5894 1.1441
C 0.1700 0.5252 -2.6657
C -0.4226 0.4311 -3.9719
H -2.4516 -0.0295 -3.4314
C -0.2764 -0.5168 1.0708
N 0.3663 0.6986 -5.0240
N 0.3210 -0.0923 -0.1929
O 1.5456 1.0625 -4.2671
H 1.6556 -1.3579 2.7812
H -2.1787 0.6304 -4.9648
H -0.0160 -1.3425 3.8702